## i
DFT (wB97M-V/def2-TZVPD) results for a cluster of 8 separate species, CH19O8 in total.

Each line ends with the Mulliken charge.
Atoms and positions in Å:
1 H 1.11652 0.28693 -0.24467  0.042
2 H -1.48471 -0.95213 -1.06741  0.396
3 H 1.51063 -2.66754 0.18264  0.277
4 H 2.73314 2.45795 -0.89111  0.311
5 O 2.41589 -2.37269 0.28171  -0.659
6 H -1.48574 -2.33428 -0.41905  0.407
7 O 3.45475 2.95508 -1.27632  -0.633
8 O -3.59528 1.63879 -0.39599  -0.293
9 H -0.30811 1.09658 -2.18313  0.341
10 H 0.49361 1.59059 0.78422  0.272
11 H -2.69645 1.30250 -0.37165  0.449
12 H -0.99458 0.96263 -3.52578  0.266
13 C 0.31811 0.57110 0.44081  -0.422
14 O 3.06818 -0.98428 2.62338  -0.634
15 H 2.71143 -1.57898 1.96361  0.386
16 H -1.82447 -1.90474 2.93958  0.276
17 H -3.69811 2.15182 -1.20087  0.461
18 H -2.74350 -1.97727 -1.17148  0.434
19 O -0.92143 0.54423 -0.19140  -0.844
20 O -1.79175 -1.85322 -1.19141  -0.317
21 O -1.51363 -1.03033 3.17416  -0.624
22 H 3.91709 3.32776 -0.52560  0.323
23 O -0.12928 0.99051 -3.11748  -0.624
24 H -0.94504 -0.77487 2.44775  0.312
25 H -4.22946 0.92950 -0.26823  0.424
26 H 3.86629 -0.63594 2.22601  0.293
27 H 0.26764 -0.12068 1.28163  0.055
28 H 2.48825 -1.61903 -0.30394  0.327

Values from the calculation:
- 2S+1: 1
- Charge: +1
- LUMO level: -5.4 eV


## ii
DFT (wB97M-V/def2-TZVPD) results for a cluster of 8 separate species, CH19O8 in total.

Each line ends with the Mulliken charge.
Atoms and positions in Å:
1 O -6.85129 13.89708 45.15558  -0.621
2 C -7.38954 12.97911 41.69997  -0.857
3 O -5.23090 15.61236 41.98459  -0.308
4 H -5.66805 9.93421 40.80742  0.317
5 H -4.84799 12.36725 43.21671  0.412
6 H -8.64169 14.60768 39.06788  0.320
7 O -10.83693 14.13054 42.80485  -0.619
8 H -7.74202 13.95635 42.02989  0.192
9 H -5.43198 16.04769 41.15294  0.433
10 O -4.28056 11.99861 43.89769  -0.303
11 O -4.88154 10.45520 40.96933  -0.663
12 H -4.82263 11.78257 44.65999  0.408
13 H -11.02000 14.44870 43.68887  0.322
14 H -6.53311 13.05662 45.48512  0.260
15 H -7.52591 12.91013 40.62073  0.243
16 O -5.44215 14.66305 38.97532  -0.659
17 O -8.16137 15.43135 38.98367  -0.609
18 H -7.23955 15.17366 38.99333  0.349
19 H -8.08225 12.29700 42.19290  0.379
20 O -6.04337 12.91991 42.10506  -0.801
21 H -5.48701 14.68767 41.95351  0.288
22 H -3.60331 12.65400 44.08045  0.450
23 H -9.96007 14.46010 42.60798  0.303
24 H -5.45352 13.72675 38.77667  0.331
25 H -5.21250 11.31379 41.23301  0.327
26 H -4.57691 14.81746 39.35443  0.282
27 H -4.28013 15.61809 42.11737  0.468
28 H -6.78013 13.82416 44.20382  0.357

Values from the calculation:
- 2S+1: 1
- Charge: +1
- LUMO level: -4.9 eV


What should be chosen as the most stable of them? Choose ii.


## i
DFT (wB97M-V/def2-TZVPD) results for an isolated molecule of CHF3N2.

Each line ends with the Mulliken charge.
Atoms and positions in Å:
1 H 1.19450 0.38152 -0.60822  0.355
2 N 0.16132 -0.42142 0.98534  0.184
3 F -0.65451 1.52040 -1.80564  -0.136
4 F -1.04799 -0.95133 1.33735  -0.136
5 F 1.03949 -1.48678 1.02682  -0.161
6 N -0.87666 0.72251 -0.71124  -0.261
7 C 0.18384 0.23510 -0.22441  0.155

Values from the calculation:
- 2S+1: 1
- SMILES: F/N=C/N(F)F
- LUMO level: 0.4 eV


## ii
DFT (wB97M-V/def2-TZVPD) results for a cluster of 2 separate species, CHF3N2 in total.

Each line ends with the Mulliken charge.
Atoms and positions in Å:
1 F -0.84190 1.70811 0.77974  -0.165
2 N -0.69337 -0.85707 -0.79890  -0.251
3 F 1.05903 1.78523 -0.10885  -0.144
4 N 0.43458 1.17875 0.93195  -0.025
5 F 1.21954 -1.45801 0.40875  -0.149
6 H -1.36325 -1.48716 -1.20600  0.276
7 C 0.18537 -0.86984 -0.00670  0.458

Values from the calculation:
- 2S+1: 1
- LUMO level (spin up / spin down): -0.1 / -0.1 eV


What should be chosen as the most stable of them? Choose i.


## i
DFT (wB97M-V/def2-TZVPD) results for a structure of composition C23H27N3O2.

Each line ends with the Mulliken charge.
Atoms and positions in Å:
1 N -2.63196 -3.50006 -1.04548  -0.007
2 H 1.63122 -3.90426 2.03363  0.176
3 H 2.02182 4.33684 3.84628  0.279
4 C 2.82952 0.36422 -0.91373  -0.924
5 H -1.86562 -5.85264 0.52596  0.369
6 C -1.26244 0.60229 0.72236  -0.528
7 H -2.63272 2.25210 -0.79138  0.421
8 H 1.29986 -2.00133 0.51344  0.096
9 H -0.48196 3.84262 -0.97518  0.624
10 H 0.73540 6.70781 2.28938  0.287
11 C -0.82016 -0.39803 -1.36205  0.138
12 H 2.15623 6.14747 4.36477  0.387
13 O 1.77837 3.39268 1.71488  -0.566
14 H -1.37275 1.93045 -2.32047  0.309
15 H -1.24495 -0.28922 -2.45688  0.337
16 C -0.47059 1.40847 1.34707  -0.431
17 H -3.01062 -1.93119 -3.46248  0.274
18 C 1.18719 5.61770 2.40086  -0.201
19 H 0.77919 0.94606 1.15486  0.079
20 H 0.55791 5.37171 4.58993  0.220
21 C -1.43960 -3.82054 -0.00115  0.352
22 H 4.62104 -0.45722 -1.78597  0.505
23 C -0.34927 2.91502 -0.63165  -1.040
24 C -0.40332 2.86116 0.86687  0.565
25 C -1.21536 -1.88384 -1.18194  0.359
26 C -3.46650 -1.77877 -2.41321  -1.273
27 C -1.54408 1.91678 -1.12685  -0.553
28 C 0.89970 -3.86657 1.05606  -0.190
29 H 0.70069 -2.01319 -2.86179  -0.088
30 H 0.68532 2.56140 -0.80295  0.176
31 H -3.44629 -4.10134 -1.24234  0.254
32 C -0.05291 -5.01078 1.49133  -0.760
33 C -0.87392 -2.71806 -0.19097  1.316
34 H -2.36169 0.85549 1.32814  0.143
35 H -3.73937 -0.62317 -2.20207  0.195
36 C -2.41850 -2.34071 -1.39704  -1.332
37 H -1.33197 3.22306 1.27015  0.277
38 H -0.38492 1.34648 2.41091  0.637
39 C 0.64350 3.70421 1.58285  -0.038
40 C 1.54634 5.40148 3.97446  -0.973
41 C 1.44649 -1.37409 -2.10708  0.060
42 C 3.61719 -0.50543 -1.59888  -1.064
43 H 3.20103 0.97363 -0.38328  0.932
44 O 0.07919 4.89893 1.80945  -0.306
45 H 3.07364 -2.12965 -3.01889  0.625
46 N -1.23564 0.58574 -0.62850  0.832
47 C 0.47832 -2.86277 0.52105  -0.783
48 H -1.40097 -0.56542 1.14066  0.105
49 N 1.49286 0.32051 -0.59956  0.155
50 H -4.51355 -2.19157 -2.26723  0.419
51 H 2.19043 5.52568 1.75816  0.282
52 C 0.73247 -0.43095 -1.70995  -0.030
53 C 2.62486 -1.57131 -2.31022  -0.470
54 H 0.08141 -5.91529 1.97275  0.443
55 C -1.17520 -5.03037 0.62149  -1.069

Values from the calculation:
- 2S+1: 1
- LUMO level: 0.1 eV


## ii
DFT (wB97M-V/def2-TZVPD) results for a structure of composition C23H27N3O2.

Each line ends with the Mulliken charge.
Atoms and positions in Å:
1 H -0.39322 -0.78014 0.36549  1.371
2 H -8.36429 0.04589 1.12816  0.322
3 C -7.96622 -0.87163 0.63914  -1.460
4 C 6.98396 0.35628 -0.32690  1.022
5 C -3.57987 2.75511 1.11212  -1.239
6 H 7.66431 -2.45819 2.09924  0.442
7 C 8.18437 -0.04848 -0.14562  -0.493
8 N 2.43502 -0.50572 -1.20363  0.069
9 C -3.76654 -0.58775 -0.27575  -0.624
10 H -5.71440 -3.77475 -1.06675  0.245
11 H 4.06940 0.17418 1.23812  0.945
12 H 1.77272 1.94204 0.35320  0.260
13 H 9.01451 0.41510 -0.97663  0.130
14 C -5.66670 -1.84963 -0.20634  1.185
15 C 8.59671 -0.84849 0.62728  -0.270
16 C 1.56364 -0.87624 0.07132  -1.104
17 C -6.50924 -3.10852 -0.41513  -1.239
18 C 0.12487 -0.54591 -0.26444  -1.112
19 C 5.96725 -0.03742 0.14532  -0.363
20 C -3.46723 1.37545 0.37159  1.309
21 H -4.14650 2.87405 2.16592  0.264
22 C -1.04463 1.68840 -0.31677  -0.222
23 H -7.28007 -2.98538 -1.05409  0.398
24 O -2.44433 -0.36324 -0.44225  -0.402
25 H 3.99210 -1.65872 -0.50343  0.458
26 C -5.87952 0.32610 0.74228  -1.029
27 C -4.32189 -1.64899 -0.56220  -0.379
28 C 3.76158 -0.63024 -0.69303  -0.901
29 H 1.77810 -0.46063 0.86618  0.687
30 H 1.14637 2.54114 -0.92712  1.084
31 H -6.44317 1.33534 1.05752  0.133
32 H 1.58559 -2.15638 0.04109  0.361
33 C -2.31303 1.11796 0.00375  0.398
34 H 1.39428 0.73113 -2.31795  0.177
35 O -1.03453 2.89611 -0.03056  -0.684
36 C 4.46258 0.20626 0.42310  -1.164
37 C -4.45018 0.35047 0.20865  0.174
38 H -3.93440 -2.51534 -1.05659  0.352
39 H 6.69382 1.28260 -1.14987  0.034
40 H -8.59889 -0.89251 -0.11021  0.365
41 C 1.30222 1.68733 -0.64813  -1.538
42 H -8.06246 -1.76320 1.44688  0.264
43 N 6.34132 -1.14196 1.25143  -0.479
44 H 9.60222 -1.31652 0.82248  0.310
45 H 4.39259 1.14299 -0.01466  0.285
46 H -2.77631 3.58396 0.90342  0.305
47 H -4.48268 3.46166 0.48731  0.246
48 H 2.93834 1.30536 -1.90455  0.643
49 C 2.13104 0.82724 -1.38275  -0.715
50 C 7.52464 -1.73502 1.38888  -0.297
51 C -6.58235 -0.88813 0.57786  0.713
52 H 0.00713 -0.97608 -1.32181  0.180
53 H 4.44844 -0.56527 -1.95900  0.231
54 H -6.89560 -3.62634 0.51340  0.243
55 N 0.11376 0.79130 -0.31681  0.109

Values from the calculation:
- 2S+1: 1
- LUMO level: 0.3 eV


What should be chosen as the most stable of them? Choose i.


## i
DFT (wB97M-V/def2-TZVPD) results for a cluster of 2 separate species, C4H12 in total.

Each line ends with the Löwdin spin population.
Atoms and positions in Å:
1 C -1.29168 0.14728 1.51211  0.175
2 H 0.32135 -0.68550 -1.36625  0.040
3 C 2.32217 -0.56280 -1.98306  0.130
4 H 3.23173 -1.09376 -1.66326  0.014
5 H -0.28743 0.77307 1.39064  0.039
6 C -2.33386 1.24319 1.42018  0.150
7 H 1.21368 -1.79742 -0.42400  0.040
8 C 1.28630 -0.78714 -0.88384  0.221
9 H 1.45207 -0.09114 -0.06465  0.031
10 H -3.32346 0.87163 1.61425  0.015
11 H -1.31222 -0.67587 0.77017  0.035
12 H -2.11349 2.09423 2.04647  0.017
13 H -1.28870 -0.51295 2.41722  0.025
14 H -2.44661 1.70812 0.40758  0.031
15 H 1.99460 -1.07705 -2.92511  0.018
16 H 2.57553 0.44612 -2.26846  0.019

Values from the calculation:
- 2S+1: 2
- Charge: -1
- LUMO level (spin up / spin down): 4.2 / 4.5 eV
- ⟨S²⟩: 0.750


## ii
DFT (wB97M-V/def2-TZVPD) results for a cluster of 2 separate species, C4H12 in total.

Each line ends with the Löwdin spin population.
Atoms and positions in Å:
1 C 1.90827 -0.46132 0.11863  0.120
2 H -3.11784 0.42690 -0.59050  0.031
3 C 1.98394 -1.97579 -0.18784  0.137
4 H -0.94500 0.09779 0.17131  0.033
5 C -1.16090 1.16497 0.16058  0.234
6 H 1.87526 -2.51784 0.75633  0.020
7 H 1.17443 -2.21994 -0.86680  0.037
8 H 2.94859 -2.27421 -0.60268  0.012
9 H -0.82816 1.71484 1.03908  0.037
10 H 1.56715 0.20625 -0.67242  0.025
11 H 2.80215 -0.10276 0.63021  0.014
12 H 1.05251 -0.40232 0.79970  0.023
13 H -0.65541 1.62675 -0.69882  0.039
14 C -2.68014 1.26837 -0.06684  0.196
15 H -2.98528 2.04986 -0.77586  0.023
16 H -3.17721 1.56584 0.85965  0.020

Values from the calculation:
- 2S+1: 2
- Charge: -1
- LUMO level (spin up / spin down): 4.3 / 4.5 eV
- ⟨S²⟩: 0.750


## iii
DFT (wB97M-V/def2-TZVPD) results for a cluster of 2 separate species, C4H12 in total.

Each line ends with the Löwdin spin population.
Atoms and positions in Å:
1 H 0.32067 -0.08764 1.41798  0.019
2 H -2.31808 -0.87256 1.18213  0.043
3 H -0.08667 0.50430 -2.99977  0.041
4 H 1.22984 1.29342 -0.43770  0.039
5 C 1.29219 0.53472 -1.22937  0.160
6 H 1.40433 1.18162 -3.31001  0.019
7 H 0.27799 2.13051 -2.28271  0.033
8 H -0.27849 -1.62097 0.80942  0.036
9 C 0.65301 1.13376 -2.50926  0.206
10 C -0.23167 -0.97404 1.69467  0.132
11 H -1.76608 0.41336 2.22694  0.034
12 H -2.18150 -1.15013 2.90514  0.015
13 H 0.28529 -1.62861 2.39263  0.013
14 H 0.68589 -0.32418 -0.95182  0.024
15 C -1.70086 -0.67007 2.06630  0.168
16 H 2.35162 0.30146 -1.30308  0.019

Values from the calculation:
- 2S+1: 2
- Charge: -1
- LUMO level (spin up / spin down): 4.4 / 4.6 eV
- ⟨S²⟩: 0.750


What should be chosen as the most stable of them? Choose ii.


## i
DFT (wB97M-V/def2-TZVPD) results for a cluster of 2 separate species, C4H12 in total.

Each line ends with the Löwdin spin population.
Atoms and positions in Å:
1 H -2.07347 -1.75144 -0.80396  0.030
2 H 0.65093 2.15054 0.11836  0.042
3 H 0.65414 -2.33213 -1.94382  0.033
4 C -1.17888 -1.34198 -1.26913  0.210
5 H 0.05971 1.93457 2.96135  0.016
6 H 1.34079 0.81383 2.61500  0.025
7 C 0.57111 1.42620 2.14189  0.177
8 H -1.43823 -0.63678 -2.04933  0.039
9 H 2.14288 2.55982 0.94053  0.018
10 H -0.61231 -0.78259 -0.56485  0.033
11 C -0.40378 -2.54053 -1.89343  0.139
12 H -0.12965 0.74708 1.66036  0.034
13 H -0.69347 -3.47217 -1.42058  0.013
14 C 1.07124 2.41710 1.08491  0.165
15 H -0.76424 -2.64053 -2.92364  0.013
16 H 0.80324 3.44902 1.34634  0.013

Values from the calculation:
- 2S+1: 2
- Charge: -1
- LUMO level (spin up / spin down): 4.4 / 4.5 eV
- ⟨S²⟩: 0.750


## ii
DFT (wB97M-V/def2-TZVPD) results for a cluster of 2 separate species, C4H12 in total.

Each line ends with the Löwdin spin population.
Atoms and positions in Å:
1 H -2.30313 1.86422 -0.85763  0.015
2 C -1.34932 1.58831 -0.39317  0.134
3 H -1.29431 3.60245 0.43071  0.014
4 H -0.47158 -2.39814 -0.27031  0.031
5 H -1.62264 0.95871 0.44801  0.032
6 H -0.78510 1.04790 -1.13999  0.027
7 H 1.18171 -3.37648 1.12155  0.020
8 H 2.04944 -3.16847 -0.39352  0.019
9 C 0.40316 -1.76077 -0.12053  0.212
10 C 1.54353 -2.63361 0.40658  0.175
11 C -0.59899 2.83012 0.10402  0.153
12 H 2.33561 -2.08438 0.93535  0.031
13 H 0.19522 -0.95284 0.58081  0.034
14 H 0.02357 3.24298 -0.68380  0.022
15 H 0.05828 2.55642 0.92544  0.040
16 H 0.63453 -1.31641 -1.09351  0.042

Values from the calculation:
- 2S+1: 2
- Charge: -1
- LUMO level (spin up / spin down): 4.3 / 4.6 eV
- ⟨S²⟩: 0.750


What should be chosen as the most stable of them? Choose ii.